(1)
Below is a molecular structure, C14H7Cl3N4O5PdS2, with properties calculated with ωB97M-V/def2-TZVPD.

- Charge: 0
- HOMO: -8.32 eV
- Largest force on an atom: 0.9 eV/Å
- Orbital gap: 6.45 eV
- M: 588.15 g mol⁻¹
- Calculated total energy: -3437.7027 Ha

CARTESIAN COORDINATES (ANGSTROEM)
Pd 0.66369 -1.30110 0.37313
O 3.92443 2.95537 4.95756
N 3.01203 2.31804 5.44329
O 2.78065 2.22288 6.62769
C 2.17771 1.51393 4.52341
C 0.90164 1.31572 4.90720
C -0.00355 0.59924 4.06107
C -1.34841 0.36705 4.39989
C -2.14115 -0.33576 3.53111
C -1.59250 -0.80587 2.33104
N -0.33351 -0.59320 1.99758
C 0.46170 0.10625 2.84550
C 1.83326 0.30590 2.46030
N 2.21509 -0.23768 1.28091
C 3.46515 -0.13928 0.89182
C 4.42583 0.52208 1.66639
C 4.06037 1.09739 2.85439
C 2.71860 1.00609 3.28618
H 0.56196 1.70554 5.85626
H -1.73697 0.73887 5.33922
H -3.17835 -0.54137 3.75085
H -2.18007 -1.38152 1.62932
H 3.70510 -0.61480 -0.05191
H 5.44756 0.57201 1.31985
H 4.78841 1.61648 3.45551
Cl 2.98383 -0.27109 -3.46656
C 1.23484 -0.21186 -3.76209
Cl 0.90352 0.84710 -5.15061
Cl 0.59505 -1.81565 -4.03547
C 0.59436 0.39044 -2.58450
N 0.07246 0.88761 -1.69225
O 1.11391 -4.35205 -2.09870
S 1.09552 -3.66423 -0.84033
O 1.58110 -4.37471 0.30886
O 1.78789 -2.28955 -0.96675
S -0.79708 -2.87560 -0.44388


(2)
Below is a molecular structure, C14H9AuBr2NOSTe, with properties calculated with ωB97M-V/def2-TZVPD.

- Charge: -1
- HOMO: -4.17 eV
- ΔE to the lowest compared entry with this formula, charge and spin: 0.000 eV
- Largest force on an atom: 0.2 eV/Å
- Orbital gap: 6.67 eV
- M: 723.67 g mol⁻¹
- Calculated total energy: -6618.9336 Ha

CARTESIAN COORDINATES (ANGSTROEM)
Au 0.80874 -1.58559 -1.59823
C 0.74981 1.98520 0.23073
C -0.64938 1.43557 0.21209
C -1.77049 2.24061 0.51392
C -3.01655 1.68713 0.48450
C -3.17986 0.32784 0.13747
C -4.42871 -0.33824 0.07215
Br -6.04490 0.58507 0.48505
C -4.49577 -1.64876 -0.29328
C -3.32861 -2.35286 -0.61631
Br -3.49871 -4.16763 -1.13211
C -2.04901 -1.79489 -0.58646
O -1.00505 -2.47218 -0.88782
C -2.00320 -0.39664 -0.16980
N -0.78205 0.17361 -0.10392
H 0.76788 3.03591 0.52021
H 1.20658 1.87249 -0.75423
H 1.36494 1.41455 0.92731
H -1.63381 3.28351 0.77049
H -3.89023 2.28057 0.71848
H -5.44960 -2.15502 -0.34491
Te 2.90773 -0.65144 -2.66617
C 4.13306 -0.51814 -0.95450
C 3.79153 -0.24293 0.34029
C 4.90577 -0.21110 1.22613
C 6.08607 -0.45798 0.59458
S 5.83248 -0.74371 -1.07679
H 2.76699 -0.07909 0.64426
H 4.82818 -0.01414 2.28680
H 7.07619 -0.49172 1.02006


(3)
Below is a molecular structure, C14H9ClNO5Pt, with properties calculated with ωB97M-V/def2-TZVPD.

- Charge: -1
- HOMO (spin up / spin down): -4.19 / -5.51 eV
- ΔE to the lowest compared entry with this formula, charge and spin: 0.000 eV
- 2S+1: 3
- Largest force on an atom: 0.1 eV/Å
- Orbital gap (spin up / spin down): 6.73 / 7.46 eV
- M: 501.76 g mol⁻¹
- Calculated total energy: -1549.4438 Ha

CARTESIAN COORDINATES (ANGSTROEM)
Pt 0.10523 0.02701 0.27164
O -1.87635 -3.05238 -4.74710
C -1.42911 -2.33051 -3.68449
C -0.16619 -1.74337 -3.67334
C 0.21045 -1.03984 -2.54682
N -0.59394 -0.94556 -1.49927
C -1.82825 -1.43237 -1.52411
C -2.29098 -2.15396 -2.60509
C -2.69755 -1.02599 -0.32401
O -3.82763 -1.49106 -0.25436
O -2.14884 -0.17166 0.45549
C 1.50053 -0.21806 -2.43926
O 2.30800 -0.28732 -3.35728
O 1.55732 0.52096 -1.39487
H -1.18707 -3.07700 -5.41747
H 0.51875 -1.79293 -4.51086
H -3.29907 -2.54133 -2.60308
Cl 1.21187 -1.41639 4.02494
C 2.45411 -0.48992 3.21660
C 3.77288 -0.84037 3.46558
C 4.79664 -0.15598 2.83508
C 4.48005 0.87078 1.95235
C 3.16127 1.20363 1.71724
C 2.09421 0.54308 2.34688
C 0.69238 0.93176 2.04239
H 3.98129 -1.65142 4.15036
H 5.82689 -0.42927 3.02293
H 5.26588 1.40497 1.43315
H 2.92033 1.97831 0.99912
H 0.63445 2.01805 1.94048
H 0.00855 0.62210 2.83315


(4)
Below is 2 unconnected molecules or ions with the total composition C14H9F3N3O2S in a non-equilibrium geometry, with properties calculated with ωB97M-V/def2-TZVPD.

- Charge: -1
- HOMO: -3.68 eV
- ΔE to the lowest compared entry with this formula, charge and spin: 0.000 eV
- Largest force on an atom: 3.3 eV/Å
- Orbital gap: 6.16 eV
- M: 340.31 g mol⁻¹
- Calculated total energy: -1551.4839 Ha

CARTESIAN COORDINATES (ANGSTROEM)
C -0.70483 -0.29781 -1.71367
C -1.64433 0.57362 -2.30055
N -2.51034 1.21671 -2.77781
C 0.65157 -0.17531 -2.19370
C 1.52260 -1.28850 -2.35337
C 2.86858 -1.08619 -2.59869
C 3.38944 0.21320 -2.69516
C 4.80705 0.43603 -2.80394
N 5.95932 0.63556 -2.89032
C 2.51241 1.30703 -2.69106
C 1.15425 1.11800 -2.48832
H -1.04047 -1.32229 -1.53138
H 1.13023 -2.30543 -2.25904
H 3.55231 -1.93572 -2.69272
H 2.91078 2.31367 -2.82346
H 0.48122 1.97909 -2.49849
F -2.16445 -0.30778 6.47598
C -1.85536 -0.53922 5.15968
F -0.56669 -0.98081 5.08549
F -2.65447 -1.53795 4.69535
S -2.08205 0.99422 4.25909
N -1.68335 0.30608 2.73735
C -2.72197 -0.08296 1.87202
O -3.89072 -0.19856 2.15408
C -2.02773 -0.28677 0.54936
C -0.57873 0.15759 0.72678
C -0.45104 0.64304 2.14767
O 0.47279 1.20475 2.69322
H -2.10070 -1.35121 0.29312
H -2.58076 0.29540 -0.19601
H 0.12501 -0.67673 0.60062
H -0.27957 0.97923 0.05787


(5)
Below is a molecular structure, C14H9IrNO4, with properties calculated with ωB97M-V/def2-TZVPD.

- Charge: -1
- HOMO (spin up / spin down): -3.25 / -5.24 eV
- ΔE to the lowest compared entry with this formula, charge and spin: 0.022 eV
- 2S+1: 5
- Largest force on an atom: 0.2 eV/Å
- Orbital gap (spin up / spin down): 6.40 / 7.71 eV
- M: 447.45 g mol⁻¹
- Calculated total energy: -998.8791 Ha

CARTESIAN COORDINATES (ANGSTROEM)
Ir -1.41957 1.80473 -0.45043
O 2.24928 0.80404 0.79811
C 0.87575 1.07397 0.58166
O 0.61574 2.42571 0.50215
C 0.01822 0.52264 1.73343
C 0.26137 -0.18712 2.89360
C -0.82909 -0.47747 3.71821
C -2.11682 -0.07005 3.39297
C -2.28368 0.63446 2.20868
N -1.22997 0.88188 1.46582
C -3.56055 1.21417 1.59900
O -4.61968 1.07473 2.19013
O -3.37430 1.82049 0.47487
H 2.65126 1.67726 0.71362
H 1.26441 -0.49796 3.15100
H -0.66338 -1.03234 4.63418
H -2.96833 -0.28305 4.02321
C 0.21831 0.62477 -0.72451
C 0.76936 -0.14451 -1.75965
C 1.89949 -0.99467 -1.58012
C 2.37277 -1.78075 -2.60842
C 1.76826 -1.76460 -3.86637
C 0.66407 -0.93686 -4.07073
C 0.17378 -0.15066 -3.05100
H 2.38772 -1.01039 -0.61658
H 3.22986 -2.42223 -2.43470
H 2.14935 -2.38339 -4.66897
H 0.18311 -0.91136 -5.04218
H -0.68675 0.48856 -3.20697


(6)
Below is 2 unconnected molecules or ions with the total composition C15H10F4NO4 in a non-equilibrium geometry, with properties calculated with ωB97M-V/def2-TZVPD.

- Charge: -1
- HOMO: -2.94 eV
- Largest force on an atom: 3.6 eV/Å
- Orbital gap: 2.93 eV
- M: 344.24 g mol⁻¹
- Calculated total energy: -1332.7501 Ha

CARTESIAN COORDINATES (ANGSTROEM)
F -2.53368 1.22396 2.15041
C -1.37220 0.55580 2.32587
C -1.36343 -0.77681 2.55500
F -2.51098 -1.46362 2.70381
C -0.12547 -1.53808 2.66958
O -0.10438 -2.77646 2.69786
C 1.08519 -0.72674 2.69361
F 2.23329 -1.37354 2.96082
C 1.06757 0.60746 2.46971
F 2.20958 1.32158 2.43268
C -0.16804 1.37430 2.37084
O -0.19635 2.60999 2.47109
C 4.34534 2.68449 -1.77452
C 3.39781 3.51733 -0.94994
O 2.17495 2.78649 -0.78914
C 1.16674 3.56157 -0.26908
C -0.10665 2.87506 -0.41116
C -1.33950 3.52264 -0.23691
C -1.45718 4.77983 0.44492
C -2.70252 5.40153 0.53386
N -3.80762 4.87093 -0.00228
C -3.74907 3.68840 -0.62146
C -2.56512 2.95135 -0.70925
O 1.40236 4.66948 0.21213
H 5.30938 3.19139 -1.85406
H 4.49255 1.69213 -1.34208
H 3.96967 2.54238 -2.79161
H 3.83896 3.73728 0.03294
H 3.18934 4.46200 -1.47089
H -0.06358 1.86861 -0.81686
H -0.57357 5.21485 0.89360
H -2.80096 6.36133 1.05225
H -4.67204 3.29410 -1.06584
H -2.56702 1.95227 -1.14714


(7)
Below is a molecular structure, C15H10I2NOPb, with properties calculated with ωB97M-V/def2-TZVPD.

- Charge: +1
- HOMO: -10.96 eV
- ΔE to the lowest compared entry with this formula, charge and spin: 0.000 eV
- Largest force on an atom: 0.3 eV/Å
- Orbital gap: 6.91 eV
- M: 681.26 g mol⁻¹
- Calculated total energy: -1495.6508 Ha

CARTESIAN COORDINATES (ANGSTROEM)
Pb -0.49020 0.20690 -0.44598
C 0.30240 -1.37396 1.81225
C -0.36800 -0.33427 2.46073
C -1.75896 -0.33949 2.51835
C -2.47241 -1.37497 1.92544
C -1.80408 -2.41156 1.27986
C -0.41393 -2.41891 1.22911
H 1.38678 -1.36995 1.77776
H 0.19716 0.46997 2.91726
H -2.28193 0.45747 3.03174
H -3.55356 -1.37966 1.97265
H -2.36674 -3.22239 0.83484
H 0.11328 -3.23281 0.74606
I 2.67133 4.34730 0.48670
C 3.08193 2.63682 -0.60923
C 4.34730 2.48671 -1.21894
C 4.65691 1.37594 -1.94931
I 6.54745 1.24067 -2.81606
C 3.69655 0.34560 -2.10527
C 3.89664 -0.84652 -2.83246
C 2.90488 -1.78703 -2.92444
C 1.69001 -1.54582 -2.28298
N 1.46710 -0.44035 -1.59533
C 2.43775 0.51385 -1.48901
C 2.11082 1.67242 -0.72894
O 0.90271 1.78404 -0.17547
H 5.07806 3.27414 -1.09964
H 4.84854 -1.01009 -3.32108
H 3.04714 -2.70416 -3.47819
H 0.88077 -2.26717 -2.33487


(8)
Below is a molecular structure, C15H10N2O3PdS, with properties calculated with ωB97M-V/def2-TZVPD.

- Charge: -1
- HOMO (spin up / spin down): -3.57 / -4.05 eV
- ΔE to the lowest compared entry with this formula, charge and spin: 0.035 eV
- 2S+1: 2
- Largest force on an atom: 0.2 eV/Å
- Orbital gap (spin up / spin down): 6.41 / 6.90 eV
- M: 404.74 g mol⁻¹
- Calculated total energy: -1438.9910 Ha

CARTESIAN COORDINATES (ANGSTROEM)
Pd 0.93700 -0.15951 1.44481
O 0.60785 -1.60584 -0.30019
N 1.33061 -2.70582 -0.28329
C 1.04571 -3.63235 -1.23017
C 1.71923 -4.81543 -1.32713
C 2.74139 -5.06855 -0.40070
C 3.01894 -4.13215 0.55390
C 2.31603 -2.90465 0.65009
S 2.66543 -1.74807 1.83758
H 0.24031 -3.32583 -1.88017
H 1.44944 -5.51771 -2.10216
H 3.30285 -5.99350 -0.43534
H 3.79460 -4.28874 1.29028
O -0.33861 2.70950 4.34895
C -0.05181 1.94243 3.42239
O 0.70283 0.94027 3.43026
C -0.70135 2.28660 2.05901
C -1.52113 3.44368 1.98832
C -2.08819 3.78740 0.80498
C -1.84827 2.97964 -0.33588
C -2.39693 3.27509 -1.60429
C -2.13708 2.46793 -2.67680
C -1.31669 1.33226 -2.51717
C -0.77139 1.02041 -1.30101
C -1.02819 1.84346 -0.18294
N -0.46841 1.51538 1.02609
H -1.64436 3.99805 2.90687
H -2.71765 4.66521 0.70562
H -3.02424 4.15412 -1.70177
H -2.55595 2.69383 -3.64967
H -1.11605 0.69687 -3.37113
H -0.14592 0.14601 -1.16931


What is the charge in the sixth record?
-1


Number 6 is which compound?
C15H10F4NO4